1.
{"formula": "C38H41BBeF4N7O", "method": "ωB97M-V/def2-TZVPD", "multiplicity": 1, "total_charge": 1, "lumo_ev": -4.50, "elements": ["Be", "B", "F", "F", "F", "F", "N", "C", "C", "C", "C", "C", "H", "H", "H", "H", "H", "N", "C", "C", "C", "C", "C", "H", "H", "H", "H", "H", "N", "C", "C", "C", "C", "C", "H", "H", "H", "H", "H", "N", "C", "C", "C", "C", "C", "H", "H", "H", "H", "H", "N", "C", "C", "C", "C", "C", "H", "H", "H", "H", "H", "N", "C", "C", "C", "C", "C", "H", "H", "H", "H", "H", "N", "C", "C", "C", "C", "C", "H", "H", "H", "H", "H", "C", "C", "O", "C", "H", "H", "H", "H", "H", "H"], "coordinates": [[-6.95986, -14.20697, -1.47097], [-8.89299, -13.48866, 0.59979], [-8.84389, -14.76958, -0.05012], [-9.63647, -12.71995, -0.33000], [-9.54262, -13.55601, 1.79958], [-7.56484, -13.14428, 0.70680], [-6.52178, -16.26727, -0.38394], [-6.73410, -16.38971, 0.94863], [-6.23148, -17.45502, 1.72441], [-5.46242, -18.39504, 1.05105], [-5.26660, -18.27121, -0.31306], [-5.82158, -17.24433, -1.01334], [-7.38092, -15.64252, 1.38404], [-6.14010, -17.49359, 2.80049], [-5.00891, -19.24555, 1.54167], [-4.67997, -19.02138, -0.82696], [-5.87850, -17.25914, -2.09389], [-10.57801, -6.69932, 1.96546], [-9.36219, -7.12102, 2.39139], [-8.90166, -8.40796, 2.09442], [-9.67318, -9.32561, 1.39148], [-10.91446, -8.87405, 0.98054], [-11.35707, -7.62677, 1.40111], [-8.65152, -6.51289, 2.93272], [-7.88516, -8.63332, 2.39440], [-9.40519, -10.33605, 1.11265], [-11.54410, -9.56336, 0.43488], [-12.38590, -7.34462, 1.21562], [-13.31205, -10.58774, 2.32929], [-12.77347, -11.74804, 1.94704], [-12.80690, -12.28422, 0.64728], [-13.46309, -11.53978, -0.31792], [-14.16798, -10.40497, 0.09452], [-14.10512, -9.98370, 1.40271], [-12.12456, -12.17952, 2.69977], [-12.18974, -13.14806, 0.44781], [-13.64356, -12.04190, -1.26020], [-14.73871, -9.85022, -0.63824], [-14.49111, -9.00959, 1.67349], [-10.61658, -15.07778, 8.11087], [-10.98142, -13.96730, 7.42832], [-10.76326, -13.74546, 6.09450], [-10.11159, -14.71881, 5.35529], [-9.65484, -15.86765, 5.99547], [-9.96366, -15.98793, 7.34746], [-11.36169, -13.15744, 8.03911], [-10.99518, -12.74026, 5.76902], [-9.74098, -14.44852, 4.37334], [-9.16912, -16.67610, 5.46940], [-9.58052, -16.83917, 7.89692], [-8.36712, -12.79155, -3.38449], [-9.69982, -12.75360, -3.36567], [-10.47916, -12.04843, -4.24791], [-9.80985, -11.32485, -5.28370], [-8.41706, -11.48473, -5.39786], [-7.74137, -12.18156, -4.37050], [-10.27020, -13.42434, -2.73466], [-11.55688, -12.02988, -4.19646], [-10.35827, -10.84713, -6.08313], [-7.82461, -10.82517, -6.01645], [-6.66270, -12.24118, -4.41862], [-6.40512, -11.60944, -1.65637], [-7.18342, -10.56256, -1.29211], [-7.02585, -9.24205, -1.73222], [-5.91863, -8.93262, -2.49077], [-5.06776, -9.94277, -2.86732], [-5.36942, -11.22555, -2.45065], [-8.12760, -10.82716, -0.83186], [-7.70854, -8.47968, -1.38607], [-5.76037, -7.90020, -2.77531], [-4.22176, -9.76714, -3.51578], [-4.69832, -11.99193, -2.82310], [-8.23410, -15.93222, -2.90914], [-7.73279, -16.25074, -4.11049], [-8.09845, -17.32990, -4.89702], [-9.12440, -18.11394, -4.41160], [-9.56368, -17.92871, -3.09792], [-9.12107, -16.81962, -2.39432], [-7.24078, -15.42406, -4.61393], [-7.73698, -17.45342, -5.90687], [-9.63640, -18.82400, -5.04771], [-10.34846, -18.55513, -2.69991], [-9.56198, -16.71293, -1.41223], [-2.92914, -12.57081, 0.52633], [-3.89886, -13.80270, 0.48241], [-5.05930, -13.65465, 0.16399], [-3.38992, -15.08980, 1.05638], [-2.95942, -12.34385, 1.59639], [-3.29647, -11.68427, 0.01925], [-1.94063, -12.95730, 0.28793], [-3.34024, -15.79844, 0.22351], [-4.13123, -15.49669, 1.74224], [-2.39677, -15.05154, 1.49687]], "lowdin_charge": [0.972, -1.337, 0.055, 0.090, 0.175, 0.144, 0.045, -0.087, -0.020, -0.050, -0.066, -0.130, 0.109, 0.118, 0.119, 0.117, 0.104, 0.063, -0.135, -0.086, -0.071, -0.076, -0.148, 0.099, 0.094, 0.091, 0.080, 0.099, 0.069, -0.150, -0.063, -0.087, -0.090, -0.159, 0.099, 0.095, 0.100, 0.102, 0.103, 0.065, -0.159, -0.085, -0.077, -0.078, -0.157, 0.104, 0.104, 0.091, 0.092, 0.097, 0.041, -0.148, -0.030, -0.026, -0.037, -0.162, 0.112, 0.108, 0.107, 0.105, 0.093, 0.056, -0.098, -0.026, -0.058, -0.062, -0.181, 0.094, 0.115, 0.119, 0.114, 0.106, 0.035, -0.163, -0.047, -0.045, -0.037, -0.119, 0.104, 0.115, 0.118, 0.114, 0.112, 0.015, -0.439, 0.003, -0.004, 0.097, 0.073, 0.082, 0.091, 0.083, 0.090]}

=====

2.
{"formula": "C38H41BrN4O5PtS", "method": "ωB97M-V/def2-TZVPD", "multiplicity": 3, "s_squared": 2.02, "total_charge": -2, "lumo_ev": [3.90, 3.90], "elements": ["Pt", "C", "C", "C", "C", "C", "C", "C", "C", "C", "C", "C", "C", "N", "C", "O", "C", "C", "C", "C", "C", "N", "C", "O", "N", "C", "C", "C", "C", "C", "C", "C", "C", "C", "C", "C", "C", "H", "H", "H", "H", "H", "H", "H", "H", "H", "H", "H", "H", "H", "H", "H", "H", "H", "H", "H", "H", "H", "H", "H", "H", "H", "H", "H", "H", "H", "H", "H", "H", "H", "H", "H", "H", "H", "Br", "C", "C", "C", "C", "C", "C", "C", "O", "O", "H", "H", "H", "H", "O", "S", "N"], "coordinates": [[-0.27479, -0.28305, -0.01597], [-0.19246, 0.33593, 5.26453], [-0.81607, -0.56925, 4.19343], [-2.12178, -1.16365, 4.73264], [0.17863, -1.62649, 3.74931], [0.32172, -2.77203, 4.52405], [1.24724, -3.75045, 4.19912], [2.08492, -3.54442, 3.11985], [2.00026, -2.39504, 2.33116], [3.16680, -2.21509, 1.35676], [4.31458, -1.56016, 2.14394], [2.96090, -1.45933, 0.04680], [0.99509, -1.45564, 2.61121], [0.79893, -0.32637, 1.76054], [1.32108, 0.88195, 2.13759], [2.08382, 1.04404, 3.09830], [0.90743, 2.00477, 1.25635], [1.10913, 3.33099, 1.47874], [0.59852, 4.28679, 0.55510], [-0.11763, 3.82700, -0.58144], [-0.28863, 2.49032, -0.77809], [0.24267, 1.59827, 0.12463], [-0.99154, 1.83446, -1.90652], [-1.48379, 2.46873, -2.84512], [-0.98559, 0.46110, -1.81523], [-1.59376, -0.27020, -2.88093], [-2.97395, -0.53230, -2.86006], [-3.56760, -1.17804, -3.94133], [-2.82055, -1.57360, -5.03592], [-1.45760, -1.33124, -5.03920], [-0.82023, -0.68745, -3.97924], [0.67966, -0.45093, -4.15584], [1.55742, -0.78997, -2.95075], [0.95236, 0.97814, -4.64618], [-3.85283, -0.07343, -1.71401], [-4.70136, 1.13117, -2.13904], [-4.73030, -1.21124, -1.18438], [-0.91026, 1.10548, 5.56991], [0.70849, 0.82194, 4.89057], [0.07143, -0.25842, 6.14841], [-1.05481, 0.04199, 3.32349], [-1.97586, -1.61993, 5.71827], [-2.52602, -1.91260, 4.05158], [-2.86759, -0.37042, 4.84640], [-0.30710, -2.90462, 5.39717], [1.32806, -4.65329, 4.79515], [2.84387, -4.28371, 2.87975], [3.47468, -3.22712, 1.07911], [3.99377, -0.57541, 2.49854], [5.19877, -1.43775, 1.50805], [4.59119, -2.16079, 3.01511], [2.85743, -0.38537, 0.20479], [2.08852, -1.82212, -0.48958], [3.83624, -1.62271, -0.59108], [1.65124, 3.61972, 2.37157], [0.73217, 5.34657, 0.73124], [-0.54461, 4.50573, -1.30972], [-4.63725, -1.36419, -3.92499], [-3.29351, -2.06433, -5.87983], [-0.85899, -1.64515, -5.88927], [0.97597, -1.13466, -4.95541], [1.41423, -0.07773, -2.14161], [2.61271, -0.75736, -3.24411], [1.33258, -1.78646, -2.56440], [0.56232, 1.71575, -3.94308], [0.46223, 1.15664, -5.60810], [2.02976, 1.13877, -4.76805], [-3.20391, 0.25540, -0.90953], [-5.39439, 0.85421, -2.94142], [-4.05872, 1.93802, -2.49979], [-5.28748, 1.50143, -1.29021], [-5.41315, -1.58575, -1.95509], [-5.33443, -0.85846, -0.34513], [-4.11636, -2.03971, -0.82589], [-5.47233, 4.38863, 2.82223], [-5.38874, 2.48434, 2.70993], [-6.47983, 1.75301, 3.13600], [-6.41363, 0.36842, 3.06065], [-5.27392, -0.25500, 2.56551], [-4.19287, 0.49683, 2.13982], [-4.24469, 1.88237, 2.20872], [-2.94832, -0.20816, 1.57838], [-2.92835, -1.43493, 1.60700], [-2.06896, 0.60539, 1.14505], [-7.35641, 2.25321, 3.52606], [-7.26280, -0.22151, 3.38854], [-5.19446, -1.33360, 2.49587], [-3.39170, 2.45528, 1.86819], [-0.60813, -4.74382, -0.35250], [-1.02494, -3.47203, 0.23873], [-0.48473, -2.24034, -0.35495]], "mulliken_spin": [0.741, -0.002, -0.017, 0.001, -0.004, 0.000, 0.001, -0.001, 0.001, -0.013, 0.001, 0.028, 0.024, 0.039, -0.013, 0.036, 0.216, -0.131, 0.402, -0.129, 0.193, 0.236, 0.010, 0.039, 0.030, 0.017, 0.011, 0.000, 0.001, 0.000, -0.017, 0.001, 0.004, -0.002, -0.018, 0.000, 0.001, 0.000, 0.000, 0.000, 0.010, 0.000, 0.000, 0.000, 0.000, 0.000, 0.000, -0.001, -0.001, 0.000, 0.000, -0.009, 0.003, 0.000, -0.012, 0.054, -0.015, 0.000, 0.000, 0.000, 0.000, 0.014, -0.002, -0.006, 0.004, 0.000, -0.001, 0.018, 0.000, -0.001, 0.000, 0.000, 0.000, 0.000, 0.000, 0.001, -0.001, 0.001, 0.001, 0.040, 0.006, 0.034, -0.006, 0.130, 0.000, 0.000, 0.000, -0.002, 0.002, 0.010, 0.047]}

=====

Which formula does entry 2 have?
C38H41BrN4O5PtS

=====

Among the records above, which one has the lowest multiplicity?
C38H41BBeF4N7O